[1]
Molecular formula: H5N2P
Method: DFT, the ωB97M-V functional and the def2-TZVPD basis

- HOMO energy (eV) = -7.3
- LUMO energy (eV) = -0.19
- energy above the lowest of the compared OMol25 structures with the same formula, charge and spin (kcal per mole) = 84.44
- HOMO-LUMO gap (hartree) = 0.260

Last column: natural (NBO) charge in e.
CARTESIAN COORDINATES (ANGSTROEM)
N: -0.11005 -1.07905 -0.48128  -0.6614
N: 0.55290 0.20966 -0.67510  -0.7283
P: 2.07830 0.65483 -0.27910  0.3029
H: -0.64976 -1.17306 -1.42545  0.3379
H: 0.44131 -1.88848 -0.33065  0.3687
H: -0.27546 0.74935 -1.03011  0.3811
H: -1.08174 1.54755 1.84699  -0.0081
H: -0.95550 0.97920 2.37471  0.0073


[2]
Molecular formula: H5N3S
Method: DFT, the ωB97M-V functional and the def2-TZVPD basis

- HOMO energy (eV) = -8.8
- LUMO energy (eV) = 0.55
- energy above the lowest of the compared OMol25 structures with the same formula, charge and spin (kcal per mole) = 45.31
- HOMO-LUMO gap (hartree) = 0.345

Last column: natural (NBO) charge in e.
CARTESIAN COORDINATES (ANGSTROEM)
N: 0.59602 -1.03116 -0.04035  -0.6707
N: 0.28732 1.42861 0.00723  -0.6681
N: -0.19655 -0.01702 -0.52910  -0.1831
S: -2.01796 -0.02996 0.10191  -0.0584
H: 0.46967 -1.91606 -0.62182  0.3922
H: 0.76770 -1.05579 0.95147  0.3530
H: -0.30479 1.98382 -0.59685  0.3575
H: 0.02582 1.54966 1.05071  0.3415
H: -2.28777 0.33373 -1.19438  0.1361


[3]
Molecular formula: H5N4O
Method: DFT, the ωB97M-V functional and the def2-TZVPD basis

- total charge = -1
- HOMO energy (eV) = -2.2
- LUMO energy (eV) = 5.36
- energy above the lowest of the compared OMol25 structures with the same formula, charge and spin (kcal per mole) = 22.05
- HOMO-LUMO gap (hartree) = 0.276

Last column: natural (NBO) charge in e.
CARTESIAN COORDINATES (ANGSTROEM)
N: -1.40543 0.19038 1.16563  -0.7303
N: 0.97026 -0.09028 -1.41011  -0.7352
N: -0.93560 0.39521 -0.16353  -0.3866
N: 0.59494 0.44367 -0.10688  0.0576
O: 1.02632 -0.36721 0.88615  -0.8195
H: -1.42767 1.12123 1.59086  0.3101
H: -0.55454 -0.28700 1.59126  0.3799
H: 1.94240 0.18547 -1.53387  0.3371
H: 0.96712 -1.11969 -1.35402  0.2982
H: -1.17780 -0.47177 -0.66548  0.2888


[4]
Molecular formula: H5N5
Method: DFT, the ωB97M-V functional and the def2-TZVPD basis

- HOMO energy (eV) = -7.9
- LUMO energy (eV) = 1.30
- energy above the lowest of the compared OMol25 structures with the same formula, charge and spin (kcal per mole) = 50.43
- HOMO-LUMO gap (hartree) = 0.338

Last column: natural (NBO) charge in e.
CARTESIAN COORDINATES (ANGSTROEM)
N: -0.99807 0.65452 -0.40198  -0.0628
N: -0.05454 0.34645 0.38683  -0.1309
N: -2.15126 0.90230 0.18598  -0.6282
N: 1.85051 -0.87466 -0.16289  -0.6612
N: 1.09468 0.30945 -0.28087  -0.2560
H: -2.09760 0.98353 1.17048  0.3760
H: -2.88209 1.34098 -0.41492  0.3968
H: 1.18535 -1.62002 0.32965  0.3503
H: 2.72412 -0.69136 0.35476  0.3655
H: 0.49090 0.65348 -1.55126  0.2505


[5]
Molecular formula: H5NO
Method: DFT, the ωB97M-V functional and the def2-TZVPD basis

- HOMO energy (eV) = -10.6
- LUMO energy (eV) = 0.85
- energy above the lowest of the compared OMol25 structures with the same formula, charge and spin (kcal per mole) = 3.28
- HOMO-LUMO gap (hartree) = 0.422

Last column: natural (NBO) charge in e.
CARTESIAN COORDINATES (ANGSTROEM)
N: -0.33829 1.05067 0.63999  -1.0833
H: -1.09878 0.88453 1.30683  0.3640
H: -0.22216 2.06649 0.56751  0.3624
H: 0.51789 0.68257 1.06670  0.3584
O: 0.20327 -1.85001 -1.40875  -0.9511
H: -0.10013 -0.92275 -1.28063  0.4854
H: 1.03818 -1.91149 -0.89165  0.4642


[6]
Molecular formula: H5NO
Method: DFT, the ωB97M-V functional and the def2-TZVPD basis

- total charge = +1
- HOMO energy (alpha / beta) (eV) = -18.5 / -18.2
- LUMO energy (alpha / beta) (eV) = -4.11 / -10.31
- energy above the lowest of the compared OMol25 structures with the same formula, charge and spin (kcal per mole) = 0.00
- spin multiplicity = 2
- HOMO-LUMO gap (alpha / beta) (hartree) = 0.529 / 0.292

Last column: natural (NBO) charge in e.
CARTESIAN COORDINATES (ANGSTROEM)
N: -0.52929 -0.51346 -0.40328  -1.0066
H: -1.49694 -0.33819 -0.14508  0.4193
H: 0.32490 0.45508 0.25599  0.4614
H: -0.51763 -0.37414 -1.40768  0.4155
H: -0.36919 -1.50378 -0.28257  0.4232
O: 0.89337 0.87068 1.12273  -0.2169
H: 1.69479 1.40381 0.85990  0.5040


[7]
Molecular formula: H5NO2P2
Method: DFT, the ωB97M-V functional and the def2-TZVPD basis

- HOMO energy (eV) = -9.2
- LUMO energy (eV) = 0.94
- energy above the lowest of the compared OMol25 structures with the same formula, charge and spin (kcal per mole) = 18.54
- HOMO-LUMO gap (hartree) = 0.373

Last column: natural (NBO) charge in e.
CARTESIAN COORDINATES (ANGSTROEM)
N: -0.91679 -1.12182 -0.01693  -1.1605
O: -0.70550 1.37343 -0.51747  -0.9842
O: 0.78948 0.29957 1.30085  -1.0839
P: 1.97227 -0.00385 0.12255  0.5833
P: -0.80988 0.42315 0.90315  1.4643
H: -0.70161 -1.88739 0.54896  0.3729
H: -1.73151 -1.37322 -0.46975  0.3814
H: -0.47518 2.23008 -0.30501  0.4812
H: 1.36607 0.95045 -0.83747  -0.0335
H: 1.21266 -0.89039 -0.72887  -0.0208


[8]
Molecular formula: H5NO2P2
Method: DFT, the ωB97M-V functional and the def2-TZVPD basis

- HOMO energy (eV) = -8.4
- LUMO energy (eV) = 0.40
- energy above the lowest of the compared OMol25 structures with the same formula, charge and spin (kcal per mole) = 48.98
- HOMO-LUMO gap (hartree) = 0.325

Last column: natural (NBO) charge in e.
CARTESIAN COORDINATES (ANGSTROEM)
N: -0.38220 -1.70391 0.62325  -1.1881
O: -1.61397 0.46987 -1.05013  -1.0141
O: 0.12417 1.23809 0.41463  -1.1031
P: 1.56869 0.81827 -0.43485  0.6162
P: -1.21684 0.43884 0.49286  1.5438
H: -1.09108 -2.29669 1.17457  0.3503
H: -0.48827 -2.16207 -0.29831  0.3415
H: -1.10911 1.15415 -1.52194  0.5057
H: 2.14869 -0.05343 0.49322  -0.0223
H: 2.05992 2.09687 0.10670  -0.0300


[9]
Molecular formula: H5NO3P
Method: DFT, the ωB97M-V functional and the def2-TZVPD basis

- total charge = +1
- HOMO energy (alpha / beta) (eV) = -15.5 / -15.3
- LUMO energy (alpha / beta) (eV) = -6.29 / -6.11
- energy above the lowest of the compared OMol25 structures with the same formula, charge and spin (kcal per mole) = 68.39
- HOMO-LUMO gap (alpha / beta) (hartree) = 0.339 / 0.338

Last column: natural (NBO) charge in e.
CARTESIAN COORDINATES (ANGSTROEM)
N: -0.66864 -1.18404 -0.77162  -1.1604
O: 0.66386 0.98385 -1.24300  -1.0054
O: 1.55542 0.33519 1.49803  -0.8200
O: -1.39583 1.13456 0.22239  -0.9670
P: -0.19027 0.28984 -0.21313  2.3601
H: -1.60437 -1.56493 -0.66574  0.4599
H: -0.20177 -2.02438 -0.43950  0.4581
H: 1.49574 1.32123 -1.56409  0.6069
H: 1.48502 -0.47727 2.11655  0.4779
H: -1.45286 2.11571 0.34827  0.5899


[10]
Molecular formula: H5NS
Method: DFT, the ωB97M-V functional and the def2-TZVPD basis

- HOMO energy (eV) = -9.2
- LUMO energy (eV) = 0.97
- energy above the lowest of the compared OMol25 structures with the same formula, charge and spin (kcal per mole) = 0.00
- HOMO-LUMO gap (hartree) = 0.373

Last column: natural (NBO) charge in e.
CARTESIAN COORDINATES (ANGSTROEM)
S: -1.89118 -1.07147 -0.36691  -0.3350
H: -2.93755 -0.27874 -0.10625  0.1339
N: 1.18076 0.31330 0.12161  -1.0774
H: 1.63116 0.31734 1.02965  0.3649
H: 1.24482 1.24934 -0.26352  0.3649
H: 1.72044 -0.30339 -0.47750  0.3661
H: -0.94845 -0.22639 0.06291  0.1826


[11]
Molecular formula: H5NS3Si
Method: DFT, the ωB97M-V functional and the def2-TZVPD basis

- HOMO energy (eV) = -7.9
- LUMO energy (eV) = -1.33
- energy above the lowest of the compared OMol25 structures with the same formula, charge and spin (kcal per mole) = 63.25
- HOMO-LUMO gap (hartree) = 0.243

Last column: natural (NBO) charge in e.
CARTESIAN COORDINATES (ANGSTROEM)
N: -0.45292 1.86162 -0.03551  -1.3689
Si: 0.24478 0.37261 -0.28991  1.4696
S: -0.92808 -2.35466 1.28473  -0.6760
S: 2.19203 0.31793 0.62759  -0.3671
S: -0.25213 -0.22120 -2.31019  -0.4508
H: -0.69567 2.49100 -0.76346  0.4188
H: -0.95838 2.16855 0.81648  0.4384
H: -1.22409 -2.07349 2.63345  0.1335
H: 2.46322 -0.93142 0.21299  0.1775
H: -0.38876 -1.63094 -2.17618  0.2249


[12]
Molecular formula: H5O2
Method: DFT, the ωB97M-V functional and the def2-TZVPD basis

- total charge = +1
- HOMO energy (eV) = -19.2
- LUMO energy (eV) = -4.20
- energy above the lowest of the compared OMol25 structures with the same formula, charge and spin (kcal per mole) = 0.92
- HOMO-LUMO gap (hartree) = 0.549

Last column: natural (NBO) charge in e.
CARTESIAN COORDINATES (ANGSTROEM)
O: -0.29933 -0.05804 1.17640  -0.8279
H: -1.07267 -0.56920 1.38634  0.5420
H: -0.40937 0.75912 1.70984  0.5540
O: 0.45688 -0.02479 -1.08651  -0.8889
H: 1.31882 -0.26061 -1.44126  0.5432
H: -0.07237 0.21372 -1.85005  0.5398
H: 0.07803 -0.06021 0.10525  0.5378


[13]
Molecular formula: H5O2
Method: DFT, the ωB97M-V functional and the def2-TZVPD basis

- total charge = +1
- HOMO energy (eV) = -19.4
- LUMO energy (eV) = -4.38
- energy above the lowest of the compared OMol25 structures with the same formula, charge and spin (kcal per mole) = 11.09
- HOMO-LUMO gap (hartree) = 0.554

Last column: natural (NBO) charge in e.
CARTESIAN COORDINATES (ANGSTROEM)
O: 0.92624 0.75886 0.54188  -0.8374
H: 1.05237 0.58124 1.45568  0.5445
H: 1.64848 0.33506 -0.05877  0.5482
O: -0.90257 -0.46616 -0.40243  -0.8940
H: -1.25410 -1.35212 -0.34834  0.5557
H: -1.45152 -0.11184 -1.17971  0.5458
H: -0.01890 0.25496 -0.00832  0.5371


[14]
Molecular formula: H5OS2
Method: DFT, the ωB97M-V functional and the def2-TZVPD basis

- total charge = +1
- HOMO energy (eV) = -15.6
- LUMO energy (eV) = -10.45
- energy above the lowest of the compared OMol25 structures with the same formula, charge and spin (kcal per mole) = 105.44
- HOMO-LUMO gap (hartree) = 0.188

Last column: natural (NBO) charge in e.
CARTESIAN COORDINATES (ANGSTROEM)
O: -3.13939 -1.27878 0.08469  -0.8369
H: -3.91499 -1.17396 -0.48212  0.4888
H: -2.45395 -0.71998 -0.33924  0.4191
H: 1.54721 0.25424 -0.71946  0.1806
S: -0.74123 0.60175 -0.21450  0.2596
S: 2.46431 -0.09442 0.23657  0.1058
H: -1.00424 1.85860 0.20322  0.1628
H: 3.34837 0.83085 0.67706  0.2202


[15]
Molecular formula: H5PSi
Method: DFT, the ωB97M-V functional and the def2-TZVPD basis

- HOMO energy (eV) = -9.8
- LUMO energy (eV) = 0.91
- energy above the lowest of the compared OMol25 structures with the same formula, charge and spin (kcal per mole) = 13.84
- HOMO-LUMO gap (hartree) = 0.392

Last column: natural (NBO) charge in e.
CARTESIAN COORDINATES (ANGSTROEM)
Si: 0.80203 0.02288 -0.19006  0.5123
P: -1.47036 -0.23930 -0.24120  -0.1430
H: 1.33727 1.10822 -1.18569  -0.1435
H: 1.11529 -1.09223 -0.98594  -0.1498
H: -1.41072 -1.16366 0.83686  0.0072
H: -2.01950 0.78179 0.66764  0.0215
H: 1.64600 0.58229 1.09838  -0.1048


[16]
Molecular formula: H5PSi
Method: DFT, the ωB97M-V functional and the def2-TZVPD basis

- HOMO energy (eV) = -9.2
- LUMO energy (eV) = 1.00
- energy above the lowest of the compared OMol25 structures with the same formula, charge and spin (kcal per mole) = 5.24
- HOMO-LUMO gap (hartree) = 0.374

Last column: natural (NBO) charge in e.
CARTESIAN COORDINATES (ANGSTROEM)
Si: -0.62478 -0.18697 -0.59299  0.5771
P: 0.85735 -0.37374 1.06530  -0.1860
H: -0.53168 1.28808 -0.90142  -0.1391
H: -0.48081 -1.01340 -1.81946  -0.1272
H: -1.80360 -0.71136 0.02850  -0.1550
H: 0.63098 0.70713 1.87974  0.0158
H: 1.95254 0.29026 0.34034  0.0143


[17]
Molecular formula: H5PSi
Method: DFT, the ωB97M-V functional and the def2-TZVPD basis

- HOMO energy (eV) = -9.6
- LUMO energy (eV) = 0.56
- energy above the lowest of the compared OMol25 structures with the same formula, charge and spin (kcal per mole) = 16.07
- HOMO-LUMO gap (hartree) = 0.374

Last column: natural (NBO) charge in e.
CARTESIAN COORDINATES (ANGSTROEM)
Si: -0.51468 0.35812 0.48987  0.4999
P: 1.27420 -0.42520 -0.52906  -0.1881
H: -1.14036 1.71177 0.51948  -0.1127
H: -1.72861 -0.51833 0.61441  -0.1306
H: -0.05080 0.51247 1.86175  -0.1552
H: 1.30618 0.19197 -1.84937  0.0316
H: 0.85406 -1.83080 -1.10708  0.0552


[18]
Molecular formula: H6KO3
Method: DFT, the ωB97M-V functional and the def2-TZVPD basis

- total charge = +1
- HOMO energy (eV) = -15.2
- LUMO energy (eV) = -4.12
- energy above the lowest of the compared OMol25 structures with the same formula, charge and spin (kcal per mole) = 18.68
- HOMO-LUMO gap (hartree) = 0.405

Last column: natural (NBO) charge in e.
CARTESIAN COORDINATES (ANGSTROEM)
K: -26.67274 -3.54850 -21.56662  0.9878
O: -23.89132 -3.85851 -20.71414  -0.9580
H: -23.94099 -4.18088 -19.81422  0.4844
H: -23.77100 -4.64598 -21.24484  0.4785
O: -28.85513 -4.65621 -22.76950  -0.9868
H: -29.30698 -5.43011 -22.43313  0.5093
H: -29.53699 -3.98703 -22.82875  0.5037
O: -26.82193 -5.12336 -24.33064  -0.9486
H: -26.53691 -5.80290 -23.71972  0.4524
H: -27.66188 -4.82443 -23.98228  0.4772


[19]
Molecular formula: H6N2O
Method: DFT, the ωB97M-V functional and the def2-TZVPD basis

- HOMO energy (eV) = -9.2
- LUMO energy (eV) = 0.81
- energy above the lowest of the compared OMol25 structures with the same formula, charge and spin (kcal per mole) = 30.52
- HOMO-LUMO gap (hartree) = 0.366

Last column: natural (NBO) charge in e.
CARTESIAN COORDINATES (ANGSTROEM)
H: -2.55344 1.94109 -0.81168  0.4543
H: -0.53980 0.12745 -0.69358  0.3346
H: -2.11677 0.07275 -0.20098  0.3224
H: 1.35854 -1.21437 1.47864  0.3458
H: 1.90350 -0.90606 0.03610  0.3609
H: 2.95497 -1.17982 1.41266  0.3681
N: -1.50661 0.21804 -1.00433  -0.5125
N: 2.14328 -0.69343 1.00343  -1.0751
O: -1.64368 1.63435 -1.22026  -0.5985


[20]
Molecular formula: H6N3P
Method: DFT, the ωB97M-V functional and the def2-TZVPD basis

- HOMO energy (eV) = -9.3
- LUMO energy (eV) = 0.92
- energy above the lowest of the compared OMol25 structures with the same formula, charge and spin (kcal per mole) = 2.02
- HOMO-LUMO gap (hartree) = 0.375

Last column: natural (NBO) charge in e.
CARTESIAN COORDINATES (ANGSTROEM)
N: -2.57136 -0.51837 0.13082  -1.0794
N: 3.04301 0.81257 0.13109  -1.2059
N: 0.79812 -0.10498 -0.33546  -1.1848
P: 2.33897 -0.57096 0.05168  1.1943
H: -2.66230 -0.05382 -0.76646  0.3579
H: -2.07053 0.11769 0.74445  0.3592
H: -3.51515 -0.60630 0.50607  0.3648
H: 4.02848 0.77962 0.34803  0.3722
H: 0.01313 -0.73310 -0.38187  0.4150
H: 0.59763 0.87764 -0.42834  0.4066